[1]
{"formula": "C22H29N3O3S", "method": "wB97M-V/def2-TZVPD", "spin_multiplicity": 1, "species": ["C", "H", "H", "H", "C", "N", "C", "H", "C", "H", "H", "H", "H", "C", "H", "C", "H", "C", "N", "C", "O", "C", "C", "C", "N", "C", "C", "C", "C", "C", "C", "H", "H", "S", "C", "C", "O", "O", "H", "H", "H", "C", "H", "H", "C", "H", "H", "C", "H", "H", "H", "H", "H", "H", "H", "H", "H", "H"], "coordinates": [[-3.040, -2.586, 0.887], [-2.089, -2.741, 0.135], [-2.633, -1.842, 1.592], [-3.311, -3.584, 1.192], [-4.253, -2.167, -0.101], [-4.008, -0.776, -0.472], [-3.467, -0.893, -1.692], [-2.592, -1.481, -1.945], [-4.396, -1.106, -3.086], [-5.087, -0.429, -3.101], [-3.854, -0.985, -3.909], [-4.914, -2.001, -2.917], [-2.904, 0.026, -2.192], [-5.008, 0.377, -0.356], [-4.876, 1.064, -1.256], [-5.108, 0.887, 1.132], [-4.885, -0.024, 1.811], [-3.966, 1.898, 1.255], [-2.534, 1.456, 0.861], [-1.526, 2.062, 1.303], [-1.528, 3.098, 1.644], [-0.355, 1.431, 0.901], [0.870, 2.238, 0.614], [2.036, 1.620, 0.319], [3.155, 2.567, -0.267], [4.365, 1.891, -0.400], [4.500, 0.295, -0.616], [3.475, -0.209, -0.485], [2.100, 0.127, 0.039], [1.065, -0.661, 0.203], [-0.136, 0.058, 0.481], [-1.034, -0.709, 0.579], [1.128, -1.649, -0.002], [3.622, -2.267, -0.709], [4.366, -2.600, 0.942], [3.493, -1.869, 2.047], [2.524, -2.673, 2.235], [3.781, -0.832, 2.721], [3.119, -0.490, 3.121], [4.389, -3.488, 1.046], [5.442, -2.110, 1.176], [5.771, 0.302, -0.763], [6.373, -0.163, -0.100], [5.953, -0.663, -1.759], [6.301, 1.681, -1.506], [6.372, 1.691, -2.512], [7.555, 1.640, -1.217], [5.688, 2.469, -0.594], [6.047, 2.937, 0.227], [5.254, 3.622, -1.103], [0.845, 3.235, 0.685], [-2.650, 0.536, 0.330], [-3.743, 2.430, 2.087], [-4.021, 2.704, 0.577], [-5.881, 1.341, 1.289], [-5.969, -0.066, -0.388], [-5.130, -1.926, 0.683], [-4.690, -2.691, -0.666]]}

***

[2]
{"formula": "C22H29N3O5S", "method": "wB97M-V/def2-TZVPD", "spin_multiplicity": 1, "species": ["C", "C", "C", "N", "C", "O", "C", "C", "C", "N", "S", "O", "O", "C", "C", "C", "C", "C", "C", "C", "C", "C", "C", "H", "H", "O", "C", "H", "H", "H", "H", "H", "H", "H", "O", "N", "C", "C", "H", "H", "H", "C", "C", "H", "H", "H", "H", "H", "H", "H", "H", "H", "H", "H", "H", "H", "H", "H", "H", "H"], "coordinates": [[4.606, 4.972, -2.885], [3.752, 3.786, -3.315], [4.484, 2.463, -3.083], [3.675, 1.326, -3.458], [3.142, 0.474, -2.554], [3.391, 0.540, -1.369], [2.220, -0.570, -3.187], [0.892, 0.081, -3.606], [0.098, 0.503, -2.371], [-0.156, -0.622, -1.498], [-1.373, -1.651, -2.008], [-0.895, -2.745, -2.812], [-2.419, -0.837, -2.556], [-1.891, -2.275, -0.442], [-2.484, -1.510, 0.544], [-2.896, -0.135, 0.476], [-3.146, 0.682, 1.510], [-2.890, 0.417, 2.917], [-3.782, 0.876, 3.884], [-3.566, 0.649, 5.230], [-2.420, -0.023, 5.645], [-1.499, -0.451, 4.683], [-1.733, -0.239, 3.346], [-0.999, -0.553, 2.620], [-0.604, -0.949, 5.021], [-2.097, -0.292, 6.936], [-2.981, 0.111, 7.953], [-2.526, -0.217, 8.886], [-3.962, -0.362, 7.844], [-3.101, 1.199, 7.973], [-4.292, 1.004, 5.944], [-4.675, 1.398, 3.574], [-3.570, 1.654, 1.291], [-3.034, 0.205, -0.541], [-2.711, -2.294, 1.607], [-2.275, -3.552, 1.345], [-1.777, -3.567, 0.135], [-1.192, -4.782, -0.480], [-1.022, -4.605, -1.538], [-1.861, -5.627, -0.340], [-0.245, -5.022, 0.003], [1.050, -1.297, -1.066], [1.935, -1.736, -2.234], [2.873, -2.127, -1.838], [1.423, -2.524, -2.787], [0.743, -2.165, -0.480], [1.604, -0.608, -0.424], [-0.875, 0.904, -2.657], [0.647, 1.254, -1.794], [1.064, 0.949, -4.247], [0.299, -0.649, -4.161], [2.724, -0.960, -4.079], [3.413, 1.248, -4.428], [4.716, 2.342, -2.023], [5.418, 2.448, -3.655], [2.820, 3.778, -2.746], [3.500, 3.880, -4.374], [4.075, 5.905, -3.055], [4.848, 4.901, -1.827], [5.536, 4.997, -3.448]]}

***

Relative energy (zero: lowest compared OMol25 entry of this formula, charge and spin) for every record listed, in sequence, given in kJ/mol: 2225.4 318.8.